{
  "formula": "CH2N2OS",
  "method": "ωB97M-V/def2-TZVPD",
  "elements": ["N", "C", "S", "N", "O", "H", "H"],
  "xyz": [[-2.176, -0.876, 0.180], [-1.382, -0.173, -0.248], [0.271, 0.491, -0.232], [1.198, -0.701, 0.321], [0.281, 1.884, 0.207], [0.536, 0.329, -1.509], [1.272, -0.955, 1.281]],
  "forces_ev_per_angstrom": [[-1.09, -0.42, -0.01], [0.99, 0.70, 0.41], [2.93, -2.12, 3.22], [-1.92, 3.20, -3.10], [-0.48, -1.89, -0.76], [0.14, 0.17, -0.72], [-0.56, 0.38, 0.96]],
  "mulliken_charge": [-0.2914, 0.2677, 0.6421, -0.5427, -0.5119, 0.1908, 0.2455],
  "homo_energy_ev": -10.7,
  "e_lumo_ev": -0.3,
  "homo_lumo_gap_ev": 10.35,
  "smiles": "N#C[S@H](=N)=O"
}

{
  "formula": "C4H10NO3P2",
  "method": "ωB97M-V/def2-TZVPD",
  "elements": ["C", "C", "C", "C", "N", "O", "O", "O", "P", "P", "H", "H", "H", "H", "H", "H", "H", "H", "H", "H"],
  "xyz": [[2.494, 0.010, 0.017], [3.233, 1.375, 0.152], [0.422, -1.209, -0.254], [-0.933, -1.230, 0.576], [1.115, 0.079, -0.187], [-2.650, 0.766, 1.283], [3.097, -1.048, 0.054], [-4.782, -0.499, -0.786], [0.073, 1.390, 0.106], [-1.876, 0.330, 0.111], [4.080, 1.150, 0.819], [3.643, 1.609, -0.784], [2.503, 2.047, 0.486], [1.047, -1.994, 0.127], [0.235, -1.299, -1.294], [-0.838, -1.234, 1.647], [-1.428, -2.148, 0.307], [-4.980, 0.417, -1.270], [-4.408, -0.386, 0.115], [-0.047, 1.876, -1.226]],
  "forces_ev_per_angstrom": [[-0.67, 0.98, -0.25], [0.02, -3.22, 0.88], [-1.15, 0.14, 1.55], [1.39, 0.85, -1.55], [1.94, -1.22, 1.03], [-1.98, 0.87, 2.77], [0.22, -0.07, -0.02], [-1.18, 2.03, -1.38], [0.14, 1.99, 0.32], [0.81, -1.41, -3.06], [-0.45, 0.48, 0.05], [0.38, 0.59, -1.45], [-0.48, 1.51, 0.63], [0.54, -0.28, -0.24], [-0.60, -0.90, -1.05], [0.60, 0.06, 0.64], [-0.55, -0.30, -0.28], [1.15, -2.95, 2.37], [-0.15, 0.91, -0.91], [0.01, -0.05, -0.05]],
  "mulliken_charge": [0.7175, -1.1530, -0.5951, -0.8702, 0.0875, -0.6028, -0.6661, -0.6717, -0.3514, 0.0166, 0.2870, 0.2373, 0.4676, 0.3596, 0.2787, 0.3694, 0.4246, 0.3138, 0.3513, -0.0004],
  "homo_energy_ev": -2.8,
  "total_charge": -1,
  "e_lumo_ev": 3.7,
  "homo_lumo_gap_ev": 6.49
}

{
  "formula": "C11H12BrN3O8STi",
  "method": "ωB97M-V/def2-TZVPD",
  "elements": ["Ti", "N", "C", "C", "O", "N", "C", "C", "O", "O", "H", "H", "H", "H", "H", "H", "Br", "C", "C", "N", "C", "C", "C", "C", "O", "O", "H", "H", "H", "C", "S", "O", "O", "O", "H", "H", "H"],
  "xyz": [[0.184, -0.391, 0.824], [-1.040, -2.139, 1.331], [-0.343, -3.345, 0.847], [1.128, -3.183, 1.238], [1.732, -4.125, 1.749], [1.555, -1.930, 1.018], [2.668, -1.499, 1.845], [2.073, -0.615, 2.958], [2.737, -0.205, 3.889], [0.804, -0.341, 2.759], [-1.981, -2.053, 0.964], [-1.081, -2.132, 2.345], [-0.733, -4.268, 1.274], [-0.446, -3.379, -0.238], [3.202, -2.337, 2.290], [3.375, -0.889, 1.278], [-3.864, 1.645, -5.196], [-2.101, 1.502, -4.513], [-1.047, 2.064, -5.215], [0.213, 2.012, -4.792], [0.451, 1.383, -3.642], [-0.547, 0.782, -2.887], [-1.859, 0.843, -3.323], [-0.206, 0.088, -1.606], [0.967, 0.089, -1.167], [-1.120, -0.476, -0.936], [-1.228, 2.588, -6.146], [1.475, 1.345, -3.294], [-2.645, 0.392, -2.733], [-0.068, 2.512, 3.256], [-0.511, 2.185, 1.584], [-1.152, 3.367, 1.074], [0.730, 1.784, 0.878], [-1.368, 0.963, 1.590], [0.603, 3.370, 3.242], [0.424, 1.634, 3.664], [-0.983, 2.756, 3.792]],
  "forces_ev_per_angstrom": [[0.24, 0.44, 0.21], [-0.16, -0.16, -0.01], [-0.05, 0.05, -0.08], [-0.05, 0.04, -0.09], [0.04, 0.00, -0.04], [0.14, -0.23, 0.02], [-0.14, 0.05, 0.00], [-0.14, 0.02, -0.18], [-0.01, -0.02, 0.06], [0.19, 0.03, 0.06], [-0.01, 0.02, -0.01], [-0.03, -0.02, 0.01], [0.02, -0.01, 0.01], [0.00, -0.01, -0.01], [0.04, 0.01, 0.01], [0.03, -0.01, 0.00], [0.05, 0.00, 0.01], [-0.04, -0.06, 0.06], [0.05, 0.12, -0.06], [-0.02, -0.06, 0.09], [-0.02, 0.03, -0.14], [0.19, -0.13, 0.18], [-0.07, 0.03, -0.06], [-0.04, -0.20, 0.04], [0.14, 0.02, -0.11], [-0.19, 0.05, -0.05], [-0.02, -0.03, -0.01], [0.00, 0.01, 0.01], [0.00, 0.00, -0.01], [0.03, 0.10, 0.04], [-0.14, 0.10, 0.05], [-0.02, -0.05, -0.04], [-0.08, -0.10, 0.00], [0.12, -0.01, 0.01], [-0.02, 0.00, 0.02], [-0.01, -0.02, -0.01], [0.01, 0.00, 0.01]],
  "mulliken_charge": [-0.0665, -0.3302, -0.3968, 0.4716, -0.7498, -0.0038, -0.6864, 0.8114, -0.7266, -0.4770, 0.2852, 0.3151, 0.3735, 0.2059, 0.3888, 0.2082, -0.2042, -0.0150, -0.1153, -0.6468, -0.2133, -0.1010, -0.2803, 1.4941, -0.7636, -0.7651, 0.3606, 0.4991, 0.5332, -0.8996, 1.3041, -0.6282, -0.5427, -0.5234, 0.3053, 0.2533, 0.3263],
  "spin_multiplicity": 2,
  "homo_energy_ev": [-5.1, -5.6],
  "total_charge": -1,
  "e_lumo_ev": [2.3, 2.3],
  "homo_lumo_gap_ev": [7.35, 7.90]
}

{
  "formula": "C26H24N11O4Pb",
  "method": "ωB97M-V/def2-TZVPD",
  "elements": ["Pb", "C", "C", "C", "C", "N", "C", "C", "C", "C", "C", "C", "C", "H", "H", "H", "H", "H", "H", "H", "H", "C", "O", "C", "O", "N", "N", "H", "H", "H", "H", "H", "H", "O", "N", "O", "C", "C", "C", "C", "C", "C", "N", "C", "C", "N", "C", "C", "C", "C", "H", "H", "H", "H", "H", "H", "H", "N", "N", "N", "C", "N", "N", "H", "H", "H"],
  "xyz": [[0.778, -0.034, 0.193], [-2.907, 1.160, 2.781], [-2.562, 0.558, 3.984], [-1.324, -0.050, 4.111], [-0.446, -0.052, 3.035], [-0.803, 0.517, 1.873], [-1.997, 1.109, 1.748], [0.908, -0.681, 3.101], [1.458, -1.117, 4.307], [2.709, -1.714, 4.341], [3.442, -1.900, 3.176], [2.920, -1.469, 1.964], [1.680, -0.866, 1.958], [-3.859, 1.654, 2.649], [-3.253, 0.562, 4.817], [-1.057, -0.529, 5.040], [-2.210, 1.566, 0.788], [0.920, -0.991, 5.235], [3.115, -2.041, 5.289], [4.411, -2.379, 3.212], [3.472, -1.637, 1.048], [2.190, -4.232, -2.403], [2.911, -2.971, -2.529], [2.544, -1.978, -1.778], [1.602, -1.997, -0.974], [3.313, -0.878, -1.982], [3.126, 0.249, -1.170], [2.731, -4.922, -3.038], [1.171, -4.102, -2.755], [2.211, -4.560, -1.367], [4.143, -0.958, -2.555], [3.177, 1.074, -1.761], [3.886, 0.319, -0.494], [-4.932, -0.640, -5.032], [-4.765, -0.876, -3.863], [-5.529, -1.449, -3.115], [-3.479, -0.422, -3.269], [-2.926, 0.680, -3.804], [-1.727, 1.232, -3.250], [-1.115, 2.387, -3.766], [0.028, 2.874, -3.174], [0.552, 2.209, -2.072], [-0.005, 1.105, -1.582], [-1.134, 0.607, -2.149], [-1.722, -0.594, -1.610], [-1.082, -1.178, -0.578], [-1.541, -2.302, -0.057], [-2.690, -2.916, -0.554], [-3.369, -2.339, -1.599], [-2.895, -1.129, -2.159], [-3.400, 1.154, -4.654], [-1.548, 2.888, -4.624], [0.522, 3.761, -3.544], [1.429, 2.582, -1.561], [-0.981, -2.734, 0.765], [-3.035, -3.842, -0.115], [-4.260, -2.803, -1.992], [0.187, 5.241, 2.050], [0.929, 4.133, 1.713], [2.050, 3.842, 2.331], [2.344, 2.662, 1.813], [1.420, 2.280, 0.920], [0.506, 3.243, 0.875], [0.806, 5.915, 2.494], [-0.246, 5.629, 1.218], [3.209, 2.089, 2.100]],
  "forces_ev_per_angstrom": [[0.07, -0.06, 0.05], [0.03, 0.02, -0.03], [0.03, -0.01, 0.00], [0.00, 0.01, 0.03], [-0.03, 0.03, 0.11], [-0.02, -0.10, 0.03], [-0.04, 0.07, -0.07], [-0.12, 0.09, -0.06], [0.07, -0.05, -0.04], [0.02, 0.00, -0.03], [-0.04, 0.01, 0.14], [0.06, -0.03, -0.25], [-0.02, 0.02, 0.25], [0.00, 0.00, -0.01], [0.01, 0.00, 0.01], [0.00, 0.00, 0.02], [-0.02, -0.02, 0.00], [-0.02, 0.02, 0.00], [0.00, 0.00, 0.00], [0.00, 0.00, -0.02], [0.01, 0.01, 0.02], [0.02, 0.00, -0.01], [0.02, -0.02, 0.08], [0.02, 0.03, -0.10], [-0.06, 0.18, -0.17], [0.01, -0.03, 0.04], [0.00, -0.02, 0.02], [0.00, 0.00, 0.00], [-0.01, 0.01, 0.01], [-0.01, -0.01, 0.00], [0.00, -0.01, -0.01], [-0.04, 0.01, 0.01], [0.02, -0.01, 0.00], [-0.03, 0.08, 0.07], [0.10, -0.26, -0.06], [-0.02, 0.12, -0.02], [-0.08, 0.08, -0.02], [-0.03, -0.02, -0.01], [0.03, -0.01, 0.02], [0.04, 0.03, 0.02], [-0.03, 0.00, -0.03], [0.02, -0.02, 0.03], [-0.06, -0.11, 0.04], [-0.01, -0.03, -0.01], [0.00, -0.01, -0.03], [-0.04, 0.04, -0.01], [0.02, -0.01, 0.01], [-0.02, -0.01, -0.02], [0.02, 0.00, 0.01], [0.02, -0.02, 0.03], [0.00, 0.00, 0.00], [-0.01, -0.01, 0.00], [-0.01, 0.00, 0.00], [-0.01, -0.01, -0.01], [0.00, 0.01, 0.00], [0.01, 0.00, 0.00], [0.00, 0.01, 0.01], [0.10, -0.03, -0.12], [-0.07, 0.10, 0.07], [0.00, 0.05, 0.00], [-0.05, -0.08, 0.05], [0.14, 0.03, -0.09], [-0.01, 0.03, 0.00], [-0.01, -0.05, 0.04], [0.00, -0.03, 0.02], [0.00, 0.01, -0.01]],
  "mulliken_charge": [2.2384, -0.9918, -0.6737, -1.0034, 0.8118, 0.4312, -0.2850, 0.6166, -1.2408, -0.9915, -0.8241, -0.9177, 1.0801, 0.4935, 0.4738, 0.4776, 0.5446, 0.4570, 0.4578, 0.4935, 0.3726, -0.6402, -0.4405, 0.7692, -0.6270, -0.3343, -0.3909, 0.2915, 0.2849, 0.2926, 0.2820, 0.3595, 0.3381, -0.5209, 0.9644, -0.5522, 0.0199, -1.0302, 0.6443, -0.5114, -1.5334, -0.1074, 0.1665, -0.3334, 0.7406, 0.3429, -0.3313, -1.2676, -0.5771, 0.4366, 0.5908, 0.5297, 0.5010, 0.7228, 0.6260, 0.4908, 0.6346, -0.5852, 0.9984, -0.8685, -0.5006, 0.1726, -0.2362, 0.3429, 0.2920, 0.5333],
  "homo_energy_ev": -17.2,
  "total_charge": 3,
  "e_lumo_ev": -9.4,
  "homo_lumo_gap_ev": 7.73
}

The records above give, respectively, max |F| values of 4.851; 3.959; 0.547; 0.285 eV Å⁻¹.
The records above give, respectively, E_tot values of -16928.312; -30521.758; -136453.353; -57150.935 eV.